No. 1
Computed, not measured: a 2-piece molecular cluster, C3H4N2O overall in a non-equilibrium geometry, with wB97M-V/def2-TZVPD.

XYZ file:
```
10
Properties=species:S:1:pos:R:3:forces:R:3:lowdin_charge:R:1
C 0.01817 -0.45293 -2.13180 -0.38 1.31 -1.73 0.06
C -0.11788 0.04137 -0.88161 -1.15 0.65 -1.17 0.13
C 0.69307 -1.10557 -1.11458 0.80 -0.98 0.20 -0.52
N -0.06425 0.64183 1.82378 3.17 -5.19 1.15 -0.12
N -0.84006 1.55021 1.50821 -1.41 4.37 0.63 -0.03
O 1.43131 -1.97671 -0.82053 0.82 -1.00 0.70 0.13
H -0.00934 -0.40921 -3.25824 -0.30 0.01 1.55 0.13
H 0.52442 0.71525 2.69470 -0.83 0.00 -1.62 0.13
H -0.04501 -0.24492 1.21437 0.32 1.57 1.76 0.10
H -1.59042 1.24069 0.96570 -1.03 -0.75 -1.46 0.00
```
Positions in Å, forces in eV/Å.

Summary:
Total charge ... 0
HOMO (spin up / spin down) ... -9.079 / -6.730 eV
Multiplicity ... 1
E ... -301.201990 Eh
Orbital gap (spin up / spin down) ... 9.95 / 4.68 eV
Largest force on an atom ... 6.2 eV Å⁻¹
ΔE to the lowest compared entry with this formula, charge and spin ... 7.762 eV

=====

No. 2
Computed, not measured: a 2-piece molecular cluster, C2H2I2 overall in a non-equilibrium geometry, with wB97M-V/def2-TZVPD.

XYZ file:
```
6
Properties=species:S:1:pos:R:3:forces:R:3:lowdin_charge:R:1
C 0.45677 0.12507 0.00017 0.90 -1.48 -0.19 -0.16
C 1.66978 0.61955 0.08367 0.47 -0.84 -0.19 -0.91
I 3.73597 -1.60691 0.06104 -1.00 1.06 0.04 0.07
I 2.65806 2.38014 0.00278 -0.12 -0.10 0.08 0.85
H -0.42911 0.78467 -0.12332 0.55 -0.78 0.18 0.08
H 0.48296 -1.03397 -0.01840 -0.80 2.14 0.07 0.08
```
Positions in Å, forces in eV/Å.

Summary:
Total charge ... 0
HOMO (spin up / spin down) ... -9.450 / -9.079 eV
Multiplicity ... 1
E ... -672.674685 Eh
Orbital gap (spin up / spin down) ... 7.83 / 6.66 eV
Largest force on an atom ... 2.3 eV Å⁻¹
ΔE to the lowest compared entry with this formula, charge and spin ... 1.976 eV